1.
{
  "formula": "C7H12",
  "method": "ωB97M-V/def2-TZVPD",
  "total_energy_ev": -7450.02895,
  "lumo_energy_ev": 0.29,
  "symbols": ["C", "C", "C", "C", "C", "C", "C", "H", "H", "H", "H", "H", "H", "H", "H", "H", "H", "H", "H"],
  "positions_angstrom": [[2.40625, 0.41734, -0.69419], [1.15796, -0.44047, -0.84874], [0.26526, -0.46272, 0.41053], [-0.49229, 0.83963, 0.79318], [-1.89035, 0.23812, 0.97427], [-1.96150, -0.68499, -0.25650], [-0.75286, -1.51604, 0.03736], [3.00869, 0.38471, -1.60841], [3.02519, 0.05473, 0.13389], [2.14954, 1.46321, -0.49337], [0.56909, -0.08568, -1.70658], [1.43853, -1.47612, -1.07233], [0.89039, -0.80874, 1.24588], [-0.48701, 1.58954, -0.01305], [-0.09806, 1.32924, 1.68961], [-2.73727, 0.91068, 1.13013], [-2.89699, -1.23192, -0.40400], [-1.75523, -0.09305, -1.17026], [-1.83932, -0.42748, 1.85259]],
  "mulliken_charge": [-1.19, -0.60, 0.37, -0.88, -0.64, -0.38, -0.60, 0.37, 0.32, 0.30, 0.29, 0.40, 0.42, 0.31, 0.32, 0.39, 0.32, 0.18, 0.30]
}

---

2.
{
  "formula": "C2H6N3",
  "method": "ωB97M-V/def2-TZVPD",
  "total_energy_ev": -6631.31967,
  "smiles": "CN1NC1=[NH2+]",
  "lumo_energy_ev": -3.76,
  "total_charge": 1,
  "symbols": ["C", "N", "N", "C", "N", "H", "H", "H", "H", "H", "H"],
  "positions_angstrom": [[1.64853, -0.32133, 0.07121], [0.33809, 0.12498, -0.26217], [-0.40765, 1.39765, 0.23409], [-0.91274, 0.17336, -0.00012], [-1.94448, -0.58971, -0.02428], [2.01067, -1.27221, -0.22952], [2.38300, 0.33610, -0.60492], [1.90392, -0.03514, 1.02722], [-0.55083, 2.08389, -0.52862], [-2.86012, -0.33677, 0.39867], [-1.60839, -1.56081, -0.08154]],
  "mulliken_charge": [-0.76, -0.06, -0.42, 0.61, -0.31, 0.34, 0.28, 0.39, 0.31, 0.31, 0.31]
}

---

3.
{
  "formula": "C5H6O2",
  "method": "ωB97M-V/def2-TZVPD",
  "total_energy_ev": -9375.45221,
  "smiles": "O=C1CCC(=O)C1",
  "lumo_energy_ev": 0.48,
  "symbols": ["O", "C", "C", "C", "C", "O", "C", "H", "H", "H", "H", "H", "H"],
  "positions_angstrom": [[-2.03153, 1.39771, -0.51848], [-1.09401, 0.67649, -0.24728], [0.12308, 1.09497, 0.45857], [1.15762, -0.00153, 0.62963], [0.59429, -1.10957, -0.25833], [1.20525, -2.07013, -0.65246], [-0.86805, -0.77777, -0.57302], [-0.04076, 1.76460, 1.32470], [0.19325, 1.36590, -0.75852], [1.32284, -0.36904, 1.65493], [2.13864, 0.33717, 0.27893], [-1.49737, -1.21117, 0.21366], [-1.20324, -1.09764, -1.55232]],
  "mulliken_charge": [-0.61, 0.32, -0.42, -0.37, 0.33, -0.54, -0.41, 0.36, 0.14, 0.32, 0.27, 0.26, 0.36]
}

---

4.
{
  "formula": "C16H31Br2I2N3O5Si",
  "method": "ωB97M-V/def2-TZVPD",
  "total_energy_ev": -195968.92497,
  "smiles": "CC[C@H](Br)[Si](Br)(CC(=O)I)CC(=O)I.CN(C)C=O.CN(C)C=O.CN(C)C=O",
  "lumo_energy_ev": 0.40,
  "symbols": ["C", "C", "C", "Br", "Si", "Br", "C", "C", "O", "I", "C", "C", "O", "I", "H", "H", "H", "H", "H", "H", "H", "H", "H", "H", "C", "N", "C", "C", "O", "H", "H", "H", "H", "H", "H", "H", "C", "N", "C", "C", "O", "H", "H", "H", "H", "H", "H", "H", "C", "N", "C", "C", "O", "H", "H", "H", "H", "H", "H", "H"],
  "positions_angstrom": [[0.59715, -1.64551, -3.44046], [0.93717, -2.01166, -4.89161], [0.20188, -1.17128, -5.93234], [0.85730, -1.72088, -7.69958], [0.46131, 0.69786, -5.76156], [-0.23005, 1.68612, -7.66212], [-0.57376, 1.43450, -4.36580], [-1.90670, 0.79100, -4.13154], [-2.21753, 0.25377, -3.12283], [-3.40940, 0.84821, -5.69657], [2.29572, 1.11831, -5.68440], [2.92528, 1.14854, -4.32853], [2.39012, 1.26874, -3.28082], [5.10227, 0.96279, -4.36680], [1.27325, -0.90224, -3.02371], [0.70540, -2.53444, -2.81863], [-0.43243, -1.31769, -3.31978], [0.65484, -3.05371, -5.05201], [2.01502, -1.97297, -5.05138], [-0.86275, -1.39584, -5.93244], [-0.07705, 1.37501, -3.39939], [-0.76676, 2.48679, -4.58828], [2.50682, 2.06656, -6.18110], [2.82148, 0.36489, -6.27733], [0.37824, 1.50298, 1.40810], [-0.32636, 2.07577, 0.27257], [-1.70758, 1.68804, 0.03971], [0.24930, 2.94356, -0.57043], [-0.30380, 3.44330, -1.53750], [0.41111, 0.42064, 1.33148], [-0.13228, 1.77883, 2.33526], [1.39794, 1.87861, 1.44118], [-1.81590, 1.22353, -0.94013], [-2.35860, 2.56342, 0.07182], [-2.00730, 0.97772, 0.80729], [1.29735, 3.16783, -0.31111], [2.57686, -2.82664, 5.14451], [1.94240, -2.28570, 3.96211], [0.54380, -2.59864, 3.68122], [2.58974, -1.48580, 3.09992], [2.07510, -1.01091, 2.10386], [2.56834, -3.91825, 5.11938], [2.05587, -2.49501, 6.04552], [3.60984, -2.48788, 5.19553], [0.46494, -3.11335, 2.72322], [-0.04419, -1.68502, 3.62160], [0.15325, -3.23744, 4.47017], [3.63493, -1.27906, 3.38725], [-3.51847, 1.58120, 5.59199], [-2.71483, 0.47617, 5.10781], [-1.95210, -0.31984, 6.05434], [-2.64612, 0.15690, 3.80393], [-1.98525, -0.76280, 3.35659], [-2.89142, 2.31808, 6.09714], [-4.27610, 1.22531, 6.29247], [-4.01759, 2.06414, 4.75496], [-0.88821, -0.27419, 5.81756], [-2.26399, -1.36386, 6.01031], [-2.11492, 0.06442, 7.05778], [-3.25258, 0.81707, 3.16162]],
  "mulliken_charge": [-0.89, -0.60, -0.34, -0.12, 0.18, -0.26, 0.19, -0.23, -0.50, 0.04, -0.75, 0.08, -0.34, -0.03, 0.19, 0.41, 0.17, 0.50, 0.30, 0.48, -0.14, 0.55, 0.59, 0.45, -0.96, 0.19, -0.42, 0.10, -0.63, 0.49, 0.24, 0.29, -0.05, 0.31, 0.19, 0.31, -0.91, 0.18, -0.72, 0.08, -0.59, 0.33, 0.31, 0.30, 0.30, 0.14, 0.35, 0.27, -0.94, 0.12, -0.89, 0.14, -0.61, 0.34, 0.34, 0.29, 0.26, 0.29, 0.37, 0.24]
}

---

5.
{
  "formula": "C5H8NO2",
  "method": "ωB97M-V/def2-TZVPD",
  "total_energy_ev": -10896.83310,
  "lumo_energy_ev": 2.95,
  "total_charge": -1,
  "symbols": ["O", "C", "O", "C", "C", "C", "C", "N", "H", "H", "H", "H", "H", "H", "H", "H"],
  "positions_angstrom": [[-2.61439, 0.81232, -1.10458], [-2.15916, 0.14622, -0.18616], [-2.66595, -0.13882, 1.00504], [-0.75953, -0.52672, -0.36433], [0.22757, 0.56672, -0.00219], [1.70043, 0.11980, -0.09089], [2.20176, -0.18565, 1.17659], [2.26884, 0.20894, -1.29551], [-0.70369, -0.84529, -1.41160], [-0.76340, -1.37503, 0.32382], [-0.04656, 1.43353, -0.62451], [0.03235, 0.87256, 1.02708], [1.49100, -0.11433, 1.98464], [3.15416, -0.73214, 1.31334], [1.54102, 0.60366, -1.89171], [-2.90444, -0.84574, 0.14099]],
  "mulliken_charge": [-0.57, 0.57, -0.45, 0.04, -1.40, 0.52, -1.03, -0.95, 0.23, 0.24, 0.41, 0.36, 0.18, 0.29, 0.23, 0.32]
}

---

6.
{
  "formula": "C5H8N2",
  "method": "ωB97M-V/def2-TZVPD",
  "total_energy_ev": -8290.95621,
  "smiles": "C1=CN=CNCC1",
  "lumo_energy_ev": 0.81,
  "symbols": ["C", "C", "N", "C", "N", "C", "C", "H", "H", "H", "H", "H", "H", "H", "H"],
  "positions_angstrom": [[-1.61581, 0.14824, -0.16417], [-1.35139, -1.21719, -0.29591], [-0.19220, -1.89691, 0.17266], [1.01753, -1.37873, 0.34552], [1.69009, -0.29414, -0.43706], [0.78712, 1.00928, -0.20308], [-0.60521, 1.03895, 0.48460], [-2.52921, 0.72869, -0.55385], [-2.20525, -1.77312, -0.94664], [1.49961, -2.25947, 0.63515], [2.75881, -0.09920, -0.16344], [1.34324, 1.85595, 0.31110], [0.80167, 1.38857, -1.33491], [-0.54903, 0.66764, 1.69133], [-0.84994, 2.08144, 0.45871]],
  "mulliken_charge": [-0.21, -0.09, -0.50, -0.12, -0.31, -0.46, -0.58, 0.25, 0.23, 0.40, 0.29, 0.25, 0.25, 0.20, 0.39]
}

---

7.
{
  "formula": "C3H7NOS",
  "method": "ωB97M-V/def2-TZVPD",
  "total_energy_ev": -17594.94092,
  "lumo_energy_ev": 0.38,
  "symbols": ["C", "C", "C", "N", "O", "S", "H", "H", "H", "H", "H", "H", "H"],
  "positions_angstrom": [[-1.72525, -0.33075, 0.09833], [0.70851, 1.31928, 0.46327], [0.25399, 0.27935, -0.54663], [0.76457, -1.10972, -0.29798], [-1.52511, -1.46634, 0.46309], [-2.95344, 0.68497, -0.18890], [1.68672, 1.69194, 0.40584], [0.58332, 0.83833, 1.53519], [-0.14298, 2.05449, 0.39278], [0.16884, 0.57543, -1.66581], [-0.22493, -1.58365, 0.17300], [1.48606, -1.30265, 0.32671], [0.91970, -1.65070, -1.15889]],
  "mulliken_charge": [0.38, -0.97, -0.32, -0.41, -0.57, -0.32, 0.38, 0.26, 0.26, 0.29, 0.42, 0.30, 0.31]
}

---

8.
{
  "formula": "C8H4BrNO4",
  "method": "ωB97M-V/def2-TZVPD",
  "total_energy_ev": -88075.59880,
  "lumo_energy_ev": [-1.19, -1.96],
  "symbols": ["C", "C", "C", "C", "C", "C", "C", "C", "N", "O", "O", "O", "O", "Br", "H", "H", "H", "H"],
  "positions_angstrom": [[-1.48765, 0.76025, -2.03567], [-0.65126, -0.26511, -2.55224], [-1.53984, 0.98206, -0.67028], [0.13580, -1.05073, -1.70576], [-0.64650, 0.25430, 0.20218], [0.06522, -0.71203, -0.36739], [-0.73738, 0.78375, 1.55690], [1.18565, -0.50200, 2.38313], [2.34316, -0.27365, 1.56993], [-1.58410, 1.57269, 1.90615], [3.18250, -1.19351, 1.53653], [2.37230, 0.78118, 0.95003], [0.21943, 0.38347, 2.53956], [1.28700, -1.98289, 3.44695], [-2.18935, 1.10977, -2.78683], [-0.49763, -0.51611, -3.54296], [-2.21605, 1.67077, -0.08418], [0.75869, -1.80220, -2.34606]],
  "mulliken_charge": [-0.69, -0.13, -0.45, -0.97, 0.82, 0.41, 0.42, 0.12, 1.00, -0.52, -0.59, -0.55, -0.25, -0.02, 0.33, 0.44, 0.37, 0.25]
}

---

9.
{
  "formula": "C26H27CrN6O2S",
  "method": "ωB97M-V/def2-TZVPD",
  "s_squared": 8.81,
  "total_energy_ev": -79688.27980,
  "multiplicity": 6,
  "lumo_energy_ev": [4.33, 4.32],
  "total_charge": -2,
  "symbols": ["Cr", "C", "C", "C", "C", "N", "C", "C", "C", "C", "C", "C", "N", "C", "C", "C", "C", "C", "N", "H", "H", "H", "H", "H", "H", "H", "H", "H", "H", "H", "O", "N", "C", "C", "C", "C", "C", "S", "H", "H", "H", "H", "C", "O", "C", "C", "H", "H", "H", "H", "H", "H", "C", "N", "C", "C", "N", "H", "H", "H", "H", "H", "H"],
  "positions_angstrom": [[-0.89689, 0.05019, 0.09150], [-4.30649, 2.56997, -1.16734], [-4.12506, 3.66533, -0.26075], [-3.22528, 3.56440, 0.75413], [-2.46428, 2.37359, 0.94311], [-2.63651, 1.32719, 0.03328], [-3.50792, 1.46842, -0.96570], [-1.54316, 2.17162, 2.02170], [-1.42796, 3.05844, 3.09537], [-0.63946, 2.67033, 4.19240], [-0.03112, 1.45252, 4.23723], [-0.13756, 0.55009, 3.10812], [-0.82129, 0.99583, 1.99718], [0.47667, -0.70165, 3.13780], [0.80676, -1.34723, 4.36584], [1.14852, -2.65544, 4.47286], [1.10618, -3.46648, 3.25147], [0.92064, -2.84196, 2.07281], [0.76336, -1.48233, 1.93880], [-4.97799, 2.61527, -2.01366], [-4.68373, 4.58726, -0.39186], [-3.06593, 4.40214, 1.42034], [-3.55207, 0.63175, -1.65896], [-1.96209, 3.99792, 3.10124], [-0.52287, 3.35022, 5.03328], [0.58390, 1.19050, 5.08545], [0.68594, -0.76192, 5.26908], [1.32750, -3.10072, 5.44408], [1.19098, -4.54672, 3.26292], [0.89653, -3.41102, 1.15000], [-0.01576, 1.48621, -1.46822], [1.09869, 1.64027, -2.11270], [2.01910, 2.43993, -1.50976], [3.23588, 2.72248, -2.06666], [3.53013, 2.14543, -3.30582], [2.60544, 1.32773, -3.89545], [1.34416, 1.01968, -3.32510], [0.20367, -0.01931, -4.06651], [1.65978, 2.79564, -0.55560], [3.92045, 3.36443, -1.53115], [4.47854, 2.33176, -3.79694], [2.79882, 0.85696, -4.85038], [3.16742, -0.10601, 1.45406], [1.92850, 0.29205, 0.92906], [0.98497, -0.78599, 0.65440], [1.60679, -1.69879, -0.38623], [3.05778, -0.85013, 2.25181], [3.63939, 0.78486, 1.87740], [3.84271, -0.51558, 0.68637], [0.88164, -2.39352, -0.81586], [2.46426, -2.29537, -0.03564], [1.93910, -1.05777, -1.20667], [-2.22153, -3.02065, -4.33228], [-1.74416, -3.21258, -2.96714], [-0.62235, -4.13260, -2.79310], [-1.66135, -2.12174, -2.20199], [-1.42533, -1.35099, -1.38588], [-2.59311, -3.97091, -4.71581], [-1.42708, -2.64665, -4.98551], [-3.03169, -2.29533, -4.32706], [-0.89104, -5.08710, -3.24653], [-0.44034, -4.28099, -1.73116], [0.28720, -3.74294, -3.25969]],
  "mulliken_charge": [-0.41, -1.04, -0.14, -1.01, 0.37, 0.18, 0.02, 0.33, -0.75, -0.61, -1.21, 0.77, 0.70, 0.19, -0.95, -0.61, -0.62, -0.22, 0.75, 0.35, 0.37, 0.21, 0.23, 0.21, 0.33, 0.28, 0.14, 0.36, 0.38, 0.17, -0.37, 0.12, -0.11, -0.86, -0.08, -0.72, 0.03, -0.41, 0.42, 0.38, 0.32, 0.35, -0.94, -0.14, 1.20, -1.72, 0.24, 0.26, 0.27, 0.05, 0.55, 0.23, -0.91, 0.02, -0.94, 0.17, -0.10, 0.32, 0.31, 0.33, 0.34, 0.30, 0.32]
}

---

10.
{
  "formula": "C3H5ClN2",
  "method": "ωB97M-V/def2-TZVPD",
  "total_energy_ev": -18692.01131,
  "smiles": "[H]/N=C(N)/C=C\\Cl",
  "lumo_energy_ev": 0.56,
  "symbols": ["H", "N", "C", "N", "C", "C", "Cl", "H", "H", "H", "H"],
  "positions_angstrom": [[-3.10328, -0.50842, -0.02594], [-2.61673, 0.39394, -0.14984], [-1.34771, -0.03536, -0.19556], [-0.86231, -1.35860, 0.26804], [-0.25808, 1.21678, 0.01337], [1.07936, 1.25474, 0.17855], [1.84072, -0.44472, -0.11871], [0.08781, -1.77686, 0.07194], [-1.56490, -2.19762, 0.40509], [-0.87997, 2.13947, 0.33626], [1.67991, 2.03922, 0.42515]],
  "mulliken_charge": [0.22, -0.60, 0.46, -0.45, -0.31, -0.17, -0.28, 0.18, 0.22, 0.27, 0.45]
}

---

11.
{
  "formula": "C4H6INS4",
  "method": "ωB97M-V/def2-TZVPD",
  "total_energy_ev": -57172.55818,
  "lumo_energy_ev": [-1.38, -1.38],
  "symbols": ["C", "C", "C", "C", "N", "S", "S", "S", "S", "I", "H", "H", "H", "H", "H", "H"],
  "positions_angstrom": [[-0.71211, -1.21018, -0.18034], [-0.04542, -0.25106, 0.41309], [1.59026, -1.67888, -1.58824], [0.75386, 2.32110, 0.49672], [-3.11808, -0.28422, 0.35389], [-2.40938, -1.70774, -0.10941], [-0.18607, -2.09910, -1.57763], [1.08169, 0.66792, 1.24416], [-2.49176, 0.85350, 1.17481], [-2.03055, 0.35104, 3.57662], [1.98817, -2.60757, -1.79758], [1.86227, -1.52430, -0.56666], [1.80320, -0.85311, -2.29564], [1.06231, 3.09456, 1.17597], [-0.34042, 2.32418, 0.31393], [1.19203, 2.60387, -0.63369]],
  "mulliken_charge": [0.86, -0.62, -0.85, -0.62, -0.26, 0.02, -0.07, 0.04, -0.06, -0.14, 0.39, 0.28, 0.26, 0.35, 0.14, 0.25]
}

---

12.
{
  "formula": "C3H4F3N",
  "method": "ωB97M-V/def2-TZVPD",
  "total_energy_ev": -12813.56901,
  "lumo_energy_ev": [0.65, 0.00],
  "symbols": ["C", "C", "C", "N", "F", "F", "F", "H", "H", "H", "H"],
  "positions_angstrom": [[-0.57812, -1.29099, -0.18534], [1.09834, 0.49235, 0.08814], [-3.40195, -2.32468, 0.12696], [-0.14275, -0.23122, 0.17999], [-0.13827, -2.34995, -0.84648], [-3.42363, -3.35316, -0.72249], [-3.44439, -2.74710, 1.39067], [1.94251, -0.16743, -0.12761], [1.25274, 1.01270, 1.03081], [0.99881, 1.22596, -0.71191], [-4.09678, -1.52876, -0.10956]],
  "mulliken_charge": [0.33, -0.66, 0.17, -0.31, -0.20, -0.18, -0.18, 0.30, 0.24, 0.27, 0.23]
}